36
Properties=species:S:1:pos:R:3:forces:R:3 method="wB97M-V/def2-TZVPD" orbital_gap_ev=9.6 e_tot_ha=-990.697398 homo_ev=-9.1 de_lowest_kj_mol=197.24 smiles="N[C@@H](Cc1ccccc1)C(=O)N[C@@H](CC(=O)O)C(=O)O"
O -0.25750 -0.42941 1.70161 0.10 0.80 1.92
O -4.88419 -0.47345 -0.03209 2.76 -1.30 0.78
O -3.38913 2.20347 1.04522 0.13 -0.21 -0.05
O -3.61793 -2.03395 1.04191 -0.45 1.04 -1.07
O -3.91353 3.06033 -0.93765 -1.21 1.94 -1.51
N 0.35279 -2.92696 -0.66548 -2.02 -1.22 0.28
N -1.43927 -0.91534 -0.16882 0.57 -0.06 1.33
C -3.46628 2.17544 -0.31874 0.93 -1.15 1.06
C -3.76546 -0.86608 0.35868 -3.38 0.86 0.29
C -2.67316 1.03062 -0.83917 1.17 0.50 0.39
C -0.35113 -1.04498 0.68870 -1.21 0.28 -2.92
C 4.16554 1.90692 0.78924 -0.67 2.62 0.57
C 2.43958 0.05895 -0.41348 2.59 -0.43 -0.74
C 4.66542 0.69602 0.43951 1.94 -0.41 -0.93
C -2.54952 -0.05258 0.22999 2.11 -0.39 -1.09
C 3.82767 -0.19646 -0.19258 -1.19 -1.67 0.03
C 2.08692 1.38681 -0.30144 -3.50 0.06 -0.11
C 2.83526 2.27927 0.39312 2.52 0.68 1.01
C 0.78589 -1.83441 0.12554 0.77 -0.39 1.44
C 1.59644 -1.08582 -0.89071 0.32 1.05 -1.66
H 4.88328 2.61555 1.29339 -1.24 -0.56 -0.53
H -4.53200 -2.33792 0.95803 -0.20 -0.71 0.49
H -3.40390 3.12549 1.28819 -0.49 0.65 0.32
H 0.93224 -0.89052 -1.81982 0.78 0.20 1.73
H 4.21086 -1.19353 -0.47574 -0.21 0.56 0.20
H 2.25483 -1.86351 -1.28420 0.41 0.23 0.01
H -2.87085 0.73196 -1.88455 -0.35 -0.01 0.77
H -0.24257 -3.45641 -0.04723 -0.19 -0.90 -0.35
H -2.23504 0.41907 1.19918 -0.51 -0.70 -0.83
H 5.79593 0.55309 0.48243 -1.77 -0.21 0.24
H 1.28698 -2.17335 1.08999 0.32 0.65 -1.27
H 1.11973 -3.49231 -0.97591 0.24 -0.32 -0.02
H -1.65049 1.51001 -0.85545 -0.75 -0.52 -0.12
H 1.05494 1.72931 -0.64083 1.31 -0.60 0.46
H 2.43810 3.27134 0.61584 0.28 -0.27 -0.14
H -1.49045 -1.48666 -0.99669 0.08 -0.08 0.02

=====

16
Properties=species:S:1:pos:R:3:forces:R:3 method="wB97M-V/def2-TZVPD" orbital_gap_ev=10.1 e_tot_ha=-346.656889 homo_ev=-9.1 de_lowest_kj_mol=311.44 smiles=COc1ccccc1
O 1.80240 0.14099 -0.53810 -0.49 0.53 -1.03
C -0.32585 1.23737 -0.16705 2.39 3.24 -0.09
C -1.64378 1.17081 0.12689 -2.04 1.34 0.24
C -0.13337 -1.13901 -0.16280 -0.15 -3.89 -0.60
C -1.52464 -1.25170 0.07762 2.55 -1.80 -1.63
C 0.44293 0.07475 -0.29388 1.28 0.17 0.48
C -2.21936 -0.14650 0.21480 -1.61 4.49 0.93
C 2.65794 -0.12450 0.53810 4.96 13.18 -5.91
H 0.21591 2.30679 -0.24038 -1.19 -2.72 0.04
H -3.23624 -0.15417 0.49214 -1.26 -0.31 -0.12
H -1.99280 -2.18934 -0.17852 -0.17 -0.30 0.84
H 2.68449 0.72553 1.23739 -0.83 -0.18 0.36
H 2.47663 -0.88268 0.94548 -2.29 -11.67 6.03
H 3.74316 0.07140 0.16950 -1.73 -1.38 0.16
H -2.25614 2.24348 0.23652 1.46 -3.42 -0.19
H 0.42251 -2.17625 -0.35945 -0.85 2.72 0.48